Computed, not measured: one molecule with the formula C5H13N3O2 in a non-equilibrium geometry, with ωB97M-V/def2-TZVPD.

Computed properties:
- Molar mass: 147.18 g mol⁻¹
- Electronic energy: -512.82220 Ha
- SMILES string: CCN(CC)/[N+]([O-])=C/ON
- Energy above the lowest of the compared OMol25 structures with the same formula, charge and spin: 7.432 eV

Atoms and positions in Å:
O -2.04 0.11 -0.13
O -1.10 -0.48 -2.79
N 0.36 0.10 0.41
N -2.49 -0.70 -2.51
N -0.62 -0.10 -0.51
C 0.10 -0.82 1.55
C 1.97 2.00 0.56
C 0.31 -2.23 1.10
C 0.57 1.49 0.70
C -0.28 -0.28 -1.73
H 1.36 -2.35 0.74
H -0.10 1.94 -0.02
H 0.86 -0.56 2.34
H -0.04 -3.01 1.80
H 0.85 -0.25 -1.95
H -0.95 -0.62 1.74
H 2.40 1.58 -0.36
H -0.18 -2.44 0.17
H 1.88 3.09 0.46
H 0.23 2.03 1.70
H 2.57 2.08 1.42
H -2.72 -0.43 -1.52
H -2.92 -0.16 -3.18

=====

Computed, not measured: C5H13N4OS as an isolated structure in a non-equilibrium geometry, with ωB97M-V/def2-TZVPD.

Computed properties:
- Molar mass: 177.25 g mol⁻¹
- Net charge: +1
- Electronic energy: -890.45001 Ha
- Energy above the lowest of the compared OMol25 structures with the same formula, charge and spin: 0.000 eV

Atoms and positions in Å:
S 0.56 1.34 0.83
O 4.47 0.51 -0.45
N 1.73 0.29 -0.09
N 1.64 -2.07 0.16
N -0.41 2.11 0.01
N -0.01 -0.46 0.86
C 1.12 -0.83 0.24
C -1.34 -0.99 1.02
C -2.58 0.93 -0.03
C -1.56 1.89 -0.79
C -2.27 -0.53 -0.12
H -2.85 1.14 0.96
H -1.90 2.87 -0.95
H -1.69 -0.55 1.92
H 5.19 0.78 -1.09
H -3.14 -1.09 -0.02
H 2.49 -2.35 -0.43
H 0.98 -2.75 0.33
H 2.81 0.23 -0.26
H -1.45 1.37 -1.73
H 4.82 -0.06 0.28
H -3.49 1.17 -0.68
H -1.76 -0.88 -1.08
H -1.37 -2.09 1.11

=====

Computed, not measured: a 2-piece molecular cluster, C5H13NO overall in a non-equilibrium geometry, with ωB97M-V/def2-TZVPD.

Computed properties:
- Molar mass: 103.16 g mol⁻¹
- Net charge: -1
- Electronic energy: -328.23984 Ha
- 2S+1: 2
- Energy above the lowest of the compared OMol25 structures with the same formula, charge and spin: 0.899 eV

Atoms and positions in Å:
O -2.41 -2.07 -0.76
N 0.14 -0.05 -0.40
C 0.61 1.30 -0.63
C 0.59 -1.03 -1.38
C 0.60 -0.39 0.93
C 0.57 2.01 0.75
C 0.31 0.87 1.74
H 0.22 -0.76 -2.36
H 1.47 2.60 0.86
H -0.27 2.68 0.78
H -2.09 -1.17 -0.61
H 1.68 -0.61 0.97
H -0.73 0.89 2.08
H 0.99 0.92 2.60
H 1.69 -1.05 -1.48
H 0.02 1.85 -1.38
H 1.64 1.28 -1.02
H 0.06 -1.22 1.38
H -2.44 -2.38 0.17
H 0.18 -2.00 -1.11

=====

Computed, not measured: an isolated ion of composition C5H13NO and charge -1 in a non-equilibrium geometry, with ωB97M-V/def2-TZVPD.

Computed properties:
- Molar mass: 103.16 g mol⁻¹
- Net charge: -1
- Electronic energy: -328.21225 Ha
- 2S+1: 2
- Energy above the lowest of the compared OMol25 structures with the same formula, charge and spin: 1.650 eV

Atoms and positions in Å:
O -1.37 -0.31 -1.78
N -0.32 1.06 0.58
C -0.07 1.01 2.04
C -0.29 -0.87 -0.89
C 1.44 0.80 -1.29
C -0.98 -1.84 0.08
C 0.55 0.19 -0.22
H 1.79 1.79 -1.00
H -0.70 0.30 2.58
H -1.79 -2.36 -0.43
H -1.36 -1.31 0.96
H 0.93 1.04 -2.24
H 0.98 0.73 2.18
H 0.18 -1.45 -1.69
H -1.89 0.05 -1.04
H -0.21 1.97 2.57
H 1.17 -0.39 0.49
H -0.12 2.03 0.36
H -0.23 -2.63 0.22
H 2.30 0.17 -1.49